i) Below is a structure of composition C17H18N4O2SSr, with properties calculated with wB97M-V/def2-TZVPD.

Kohn-Sham gap: 6.71 eV

XYZ file:
```
43
Properties=species:S:1:pos:R:3:mulliken_charge:R:1
Sr -1.07 1.02 -1.28 1.535
N -2.16 3.02 0.81 -0.394
C -0.81 3.36 1.32 -0.078
C 0.09 2.86 0.20 -0.102
O -0.09 3.37 -0.93 -0.704
O 0.69 1.76 0.37 -0.523
H -2.47 3.77 0.20 0.245
H -2.82 2.93 1.57 0.130
H -0.63 2.79 2.23 0.245
H -0.66 4.43 1.51 0.369
C -1.20 -1.51 -0.51 -0.882
C -1.98 -0.93 0.53 -0.524
C -3.39 -0.75 0.42 -0.538
C -4.12 -0.07 1.38 -0.575
C -3.49 0.45 2.52 0.153
C -2.11 0.27 2.66 -0.656
C -1.38 -0.38 1.69 0.607
C -4.23 1.18 3.49 0.163
N -4.83 1.81 4.25 -0.556
H -1.73 -2.17 -1.19 0.184
H -0.21 -1.85 -0.25 0.251
H -3.90 -1.18 -0.43 0.410
H -5.19 0.04 1.26 0.478
H -1.61 0.65 3.54 0.512
H -0.31 -0.49 1.83 0.164
N 0.98 -1.98 -3.24 -0.277
C 0.98 -0.66 -3.10 -0.042
S -0.07 0.32 -4.02 -0.397
N 1.82 -0.10 -2.21 0.146
C 2.78 -0.83 -1.42 -0.607
C 2.68 -0.79 -0.04 0.019
C 3.61 -1.49 0.72 -0.812
C 4.60 -2.23 0.10 -0.469
C 4.69 -2.26 -1.29 -0.520
C 3.78 -1.54 -2.06 -0.088
H 0.26 -2.39 -3.81 0.244
H 1.51 -2.57 -2.62 0.240
H 1.87 0.91 -2.22 0.350
H 1.91 -0.19 0.42 0.602
H 3.54 -1.46 1.80 0.425
H 5.32 -2.78 0.69 0.388
H 5.48 -2.82 -1.77 0.391
H 3.85 -1.53 -3.14 0.490
```

=====

ii) Below is a structure of composition C17H18N4O2SSr, with properties calculated with wB97M-V/def2-TZVPD.

Kohn-Sham gap: 6.76 eV

XYZ file:
```
43
Properties=species:S:1:pos:R:3:mulliken_charge:R:1
Sr -2.85 0.50 -0.52 1.447
N -0.17 -1.88 2.65 -0.483
C -1.63 -2.07 2.72 -0.783
C -2.27 -1.16 1.69 1.169
O -1.98 0.07 1.75 -0.936
O -3.02 -1.65 0.80 -0.908
H 0.29 -2.41 3.38 0.198
H 0.03 -0.90 2.80 0.174
H -2.05 -1.82 3.71 0.395
H -1.88 -3.10 2.49 0.348
C -3.93 3.11 -0.76 -1.041
C -2.60 3.16 -1.17 0.066
C -2.20 3.11 -2.54 -0.442
C -0.91 2.88 -2.93 -0.486
C 0.11 2.71 -1.97 0.513
C -0.22 2.80 -0.62 0.133
C -1.52 3.03 -0.22 -0.818
C 1.42 2.32 -2.36 -0.043
N 2.48 1.93 -2.63 -0.626
H -4.71 3.33 -1.47 0.295
H -4.16 3.31 0.28 0.285
H -2.97 3.22 -3.30 0.355
H -0.66 2.81 -3.98 0.439
H 0.55 2.68 0.13 0.366
H -1.74 3.11 0.84 0.236
N -0.39 -2.33 -0.50 -0.241
C 0.00 -1.37 -1.34 0.183
S -1.06 -0.79 -2.55 -0.355
N 1.24 -0.88 -1.24 -0.056
C 2.21 -1.27 -0.27 0.188
C 2.82 -0.29 0.50 -0.320
C 3.78 -0.66 1.43 -0.630
C 4.12 -1.99 1.60 -0.491
C 3.52 -2.96 0.81 -0.607
C 2.57 -2.61 -0.13 -0.090
H -1.34 -2.64 -0.57 0.371
H 0.06 -2.48 0.41 0.190
H 1.46 -0.08 -1.83 0.012
H 2.55 0.74 0.35 0.325
H 4.26 0.11 2.03 0.395
H 4.87 -2.27 2.33 0.409
H 3.80 -4.00 0.93 0.394
H 2.12 -3.36 -0.76 0.470
```

=====

Most stable structure, least stable structure: ii), i).

=====

i) Below is a cluster of 2 separate species, CH2N2S2 in total, with properties calculated with wB97M-V/def2-TZVPD.

Kohn-Sham gap (alpha / beta): 7.43 / 7.43 eV
SMILES: N=C=S.N=S

XYZ file:
```
7
Properties=species:S:1:pos:R:3:mulliken_charge:R:1
N -0.87 -0.31 -0.26 -0.413
C -1.51 0.18 -1.16 0.370
S -1.93 0.58 -2.59 -0.308
H -1.00 -0.31 0.75 0.313
N 1.85 0.34 1.30 -0.313
S 2.57 -0.92 0.87 0.033
H 0.88 0.43 1.07 0.317
```

=====

ii) Below is an isolated molecule of CH2N2S2, with properties calculated with wB97M-V/def2-TZVPD.

Kohn-Sham gap: 7.63 eV
SMILES: N#CSSN

XYZ file:
```
7
Properties=species:S:1:pos:R:3:mulliken_charge:R:1
N 1.04 1.99 0.33 -0.362
C 1.36 0.94 0.05 0.345
S 1.85 -0.52 -0.61 -0.164
S -0.05 -1.66 0.34 0.068
N -1.31 -0.65 -0.06 -0.456
H -1.14 0.08 -0.75 0.291
H -1.74 -0.18 0.71 0.278
```

=====

iii) Below is an isolated molecule of CH2N2S2, with properties calculated with wB97M-V/def2-TZVPD.

Kohn-Sham gap (alpha / beta): 6.73 / 6.72 eV

XYZ file:
```
7
Properties=species:S:1:pos:R:3:mulliken_charge:R:1
C 0.40 -0.25 -0.10 -0.254
N 1.56 0.25 0.44 0.204
N 2.68 0.38 0.13 -0.208
S 0.64 -1.09 -1.76 -0.084
S 2.42 -0.31 -2.29 -0.239
H 0.04 -1.19 0.30 0.254
H -0.38 0.43 -0.30 0.327
```

=====

Most stable structure, least stable structure: ii), iii).

=====

i) Below is a cluster of 2 separate species, C2H6O2 in total, with properties calculated with wB97M-V/def2-TZVPD.

Kohn-Sham gap (alpha / beta): 5.72 / 2.23 eV
Charge: +1
2S+1: 2
⟨S²⟩: 0.758

XYZ file:
```
10
Properties=species:S:1:pos:R:3:mulliken_charge:R:1
O 0.43 0.18 1.91 0.147
C -0.31 0.04 2.82 0.147
H -0.87 -0.93 2.90 0.347
H -0.46 0.83 3.59 0.353
C 0.52 -0.07 -2.05 -0.459
O -0.64 0.62 -1.59 -0.486
H 0.25 -0.94 -2.64 0.272
H 1.07 0.62 -2.68 0.225
H 1.17 -0.36 -1.21 0.184
H -1.15 0.01 -1.05 0.270
```

=====

ii) Below is a cluster of 2 separate species, C2H6O2 in total, with properties calculated with wB97M-V/def2-TZVPD.

Kohn-Sham gap (alpha / beta): 8.39 / 4.64 eV
Charge: +1
2S+1: 2
⟨S²⟩: 0.756

XYZ file:
```
10
Properties=species:S:1:pos:R:3:mulliken_charge:R:1
C -0.56 -2.26 -1.75 -0.543
C -1.16 -2.13 -0.51 0.439
O -1.04 -1.00 0.10 -0.265
H -0.56 -3.18 -2.32 0.303
H -0.06 -1.41 -2.20 0.306
H -1.68 -2.93 0.03 0.334
H -1.61 -0.95 0.90 0.426
H 2.98 4.74 1.75 0.330
H 1.62 4.64 2.43 0.324
O 2.06 4.48 1.58 -0.654
```

=====

iii) Below is a cluster of 2 separate species, C2H6O2 in total, with properties calculated with wB97M-V/def2-TZVPD.

Kohn-Sham gap (alpha / beta): 9.92 / 5.05 eV
Charge: +1
2S+1: 2
⟨S²⟩: 0.758

XYZ file:
```
10
Properties=species:S:1:pos:R:3:mulliken_charge:R:1
C -0.32 -1.25 0.37 -0.493
C 0.30 -0.84 -0.71 0.384
O 0.97 0.42 -0.76 -0.325
H -0.78 -2.27 0.31 0.277
H -0.32 -0.74 1.35 0.383
H 0.35 -1.38 -1.69 0.348
H 1.71 0.36 -1.32 0.383
H -1.37 1.85 1.06 0.322
H -0.05 1.66 0.37 0.314
O -0.49 2.19 1.03 -0.594
```

=====

Most stable structure, least stable structure: ii), i).

=====

i) Below is a cluster of 2 separate species, C3H10N4 in total, with properties calculated with wB97M-V/def2-TZVPD.

Kohn-Sham gap (alpha / beta): 7.46 / 8.70 eV
Charge: +2

XYZ file:
```
17
Properties=species:S:1:pos:R:3:mulliken_charge:R:1
C -0.80 -1.09 -1.49 -0.325
C 0.30 -1.66 -0.66 -0.190
C 0.70 1.25 1.87 -0.172
N -0.60 1.55 1.31 -0.479
N 0.88 1.57 -0.57 -0.481
N -0.60 -0.78 -0.11 -0.120
N 0.37 1.09 0.54 0.803
H -0.71 -0.32 -2.18 0.239
H -1.67 -1.74 -1.63 0.286
H 0.27 -2.64 -0.30 0.311
H 1.41 -1.33 -0.96 0.213
H 1.30 2.15 2.11 0.330
H 0.82 0.38 2.60 0.258
H -0.99 2.57 1.30 0.365
H 1.87 1.47 -0.77 0.304
H 0.23 1.86 -1.30 0.292
H -1.36 -1.02 0.61 0.366
```

=====

ii) Below is the ion C3H10N4 with charge +2, with properties calculated with wB97M-V/def2-TZVPD.

Kohn-Sham gap: 9.83 eV
Charge: +2
SMILES: NC(=[NH2+])[C@H](N)C=[NH2+]

XYZ file:
```
17
Properties=species:S:1:pos:R:3:mulliken_charge:R:1
N 0.02 0.00 -2.23 -0.316
C -0.43 0.50 -1.08 0.636
N -1.23 1.53 -1.06 -0.374
C 0.04 -0.08 0.22 0.224
N 1.36 -0.67 0.24 -0.771
C -1.03 -0.84 1.13 -0.046
N -0.74 -1.73 2.02 -0.223
H 0.62 -0.81 -2.38 0.275
H -0.08 0.46 -3.07 0.212
H -1.54 1.96 -0.17 0.254
H -1.65 2.04 -1.88 0.282
H -0.05 0.83 1.02 0.311
H 1.68 -0.78 1.28 0.244
H 2.15 -0.25 -0.22 0.271
H -2.07 -0.35 1.00 0.366
H -1.55 -2.03 2.50 0.310
H 0.27 -2.16 1.93 0.344
```

=====

iii) Below is a cluster of 2 separate species, C3H10N4 in total, with properties calculated with wB97M-V/def2-TZVPD.

Kohn-Sham gap: 10.21 eV
Charge: +2

XYZ file:
```
17
Properties=species:S:1:pos:R:3:mulliken_charge:R:1
C 1.81 -4.96 -1.29 0.207
C -3.98 8.21 2.72 0.312
C -3.94 8.62 1.33 -0.697
N -4.06 7.98 3.84 0.066
N 2.15 -6.23 -1.32 -0.418
N 2.40 -3.97 -1.86 -0.569
N 3.69 -4.01 -2.45 -0.088
H 0.85 -4.70 -1.01 0.356
H -4.48 9.58 1.28 0.305
H -2.89 8.70 0.98 0.320
H -4.40 7.81 0.60 0.335
H -3.91 7.74 4.81 0.358
H 1.39 -6.85 -1.10 0.242
H 2.94 -6.88 -1.35 0.242
H 3.66 -3.34 -3.23 0.357
H 4.28 -3.74 -1.73 0.337
H 3.92 -4.98 -2.76 0.334
```

=====

Most stable structure, least stable structure: iii), i).

=====

i) Below is a cluster of 2 separate species, C2H2ClN3O in total, with properties calculated with wB97M-V/def2-TZVPD.

Kohn-Sham gap (alpha / beta): 7.89 / 7.22 eV

XYZ file:
```
9
Properties=species:S:1:pos:R:3:mulliken_charge:R:1
C -0.76 2.21 -0.03 0.105
C 0.09 -1.09 -0.09 0.634
N -0.60 3.31 -0.29 -0.232
N 1.28 -0.46 -0.03 -0.324
N -0.93 -0.36 0.52 -0.215
O -0.09 -2.21 -0.54 -0.526
Cl -2.47 -0.80 0.21 0.097
H 1.37 0.41 0.47 0.226
H 2.10 -1.01 -0.22 0.236
```

=====

ii) Below is an isolated molecule of C2H2ClN3O, with properties calculated with wB97M-V/def2-TZVPD.

Kohn-Sham gap (alpha / beta): 9.25 / 7.26 eV

XYZ file:
```
9
Properties=species:S:1:pos:R:3:mulliken_charge:R:1
C 0.65 1.50 0.18 0.151
C -1.33 0.39 0.04 0.606
N -0.71 1.54 0.08 -0.476
N 1.37 0.51 0.34 -0.398
N -0.76 -0.77 -0.04 -0.199
O -1.37 -1.93 0.28 -0.313
Cl -3.05 0.51 0.01 -0.147
H 1.10 2.49 0.07 0.375
H -0.86 -2.64 -0.14 0.401
```

=====

Most stable structure, least stable structure: ii), i).

=====

i) Below is a structure of composition C3H6O3S, with properties calculated with wB97M-V/def2-TZVPD.

Kohn-Sham gap (alpha / beta): 8.62 / 8.62 eV

XYZ file:
```
13
Properties=species:S:1:pos:R:3:mulliken_charge:R:1
C -2.20 -1.13 -1.07 -0.045
C -0.24 0.82 -0.29 -1.017
C 0.01 -0.08 0.98 -0.337
O -1.76 -0.81 -2.13 -0.298
O 0.43 -2.37 -0.30 -0.527
O -0.89 -2.52 1.74 -0.582
S -0.52 -1.80 0.56 0.901
H -3.23 -1.02 -0.76 0.363
H 0.13 0.27 -1.17 0.310
H -1.34 0.86 -0.43 0.200
H 0.26 1.74 -0.27 0.395
H -0.89 0.18 1.60 0.270
H 1.03 0.16 1.44 0.367
```

=====

ii) Below is an isolated molecule of C3H6O3S, with properties calculated with wB97M-V/def2-TZVPD.

Kohn-Sham gap: 9.38 eV
SMILES: C=[S@](C)(=O)OC=O

XYZ file:
```
13
Properties=species:S:1:pos:R:3:mulliken_charge:R:1
C -1.17 0.47 -1.00 -0.973
S 0.22 -0.35 -0.57 0.945
C 1.22 0.14 0.97 -0.931
O 1.05 -0.78 -1.73 -0.614
O -0.33 -1.85 0.27 -0.441
C -1.52 -2.27 -0.18 0.248
O -2.11 -3.13 0.38 -0.450
H -1.77 0.85 -0.23 0.366
H -1.35 0.45 -2.05 0.417
H 0.57 0.48 1.72 0.365
H 1.73 -0.69 1.38 0.364
H 2.03 0.95 0.91 0.322
H -2.04 -1.83 -1.06 0.382
```

=====

Most stable structure, least stable structure: i), ii).